# 1
{"formula": "C4H5N2O3P", "method": "the ωB97M-V functional and the def2-TZVPD basis", "elements": ["C", "C", "C", "C", "N", "N", "O", "O", "O", "P", "H", "H", "H", "H", "H"], "xyz": [[-0.3575, -0.8966, -1.7574], [1.4437, -0.1579, -0.6329], [0.9668, -2.4903, -0.2971], [0.6687, -1.2864, -0.8263], [-1.0828, -0.4147, -2.5184], [2.2516, 0.6488, -0.7296], [-1.6420, 2.0326, -0.7357], [0.5824, 2.5649, 0.4613], [-0.5932, 0.2214, 0.6639], [-0.7204, 1.6624, 0.5232], [0.3304, -3.3685, -0.5349], [1.9416, -2.7085, 0.3010], [-1.2555, 2.2665, 1.5144], [-2.3788, 1.5762, -1.0509], [1.3059, 1.9723, -0.0674]], "forces_ev_per_a": [[-1.242, -0.250, -0.741], [2.393, 0.312, -0.119], [0.829, -0.603, -0.131], [-0.667, -2.264, 0.111], [0.574, -0.684, 0.629], [0.234, 0.893, 0.334], [2.673, 2.224, 1.064], [1.287, -2.382, -2.059], [0.258, -1.143, 0.634], [0.093, 0.526, -2.568], [0.524, 0.784, 0.210], [-2.111, 0.812, -1.015], [-1.811, 1.480, 2.718], [-1.550, -1.641, -0.470], [-1.484, 1.936, 1.403]], "smiles": "C=C(C#N)C#N.O=[PH](O)O", "e_homo_ev": -10.95, "orbital_gap_ev": 10.22, "relative_energy_kcal_mol": 7.2, "total_charge": 0, "largest_force_ev_per_a": 3.64}

# 2
{"formula": "C30H31BF6N5OPPtS2Te", "method": "the ωB97M-V functional and the def2-TZVPD basis", "elements": ["Pt", "C", "N", "C", "C", "N", "B", "N", "C", "C", "N", "C", "C", "S", "C", "S", "H", "H", "H", "H", "H", "H", "H", "H", "H", "H", "H", "H", "N", "C", "C", "C", "C", "C", "C", "P", "C", "C", "C", "C", "C", "C", "C", "C", "C", "C", "C", "C", "H", "H", "H", "H", "H", "H", "H", "H", "H", "H", "H", "H", "H", "H", "H", "H", "Te", "C", "C", "O", "C", "F", "F", "F", "C", "F", "F", "F", "H", "H", "H"], "xyz": [[-0.3005, -0.6518, -0.1719], [3.9605, -2.5072, -0.1092], [2.9242, -3.2406, 0.5943], [3.1285, -3.9928, 1.7280], [1.9360, -4.5441, 2.0407], [1.0080, -4.1448, 1.1052], [-0.4616, -4.7494, 1.2261], [-1.2415, -4.5347, -0.0901], [-1.2187, -5.4087, -1.1519], [-1.9198, -4.8613, -2.1684], [-2.3721, -3.6397, -1.7172], [-3.1387, -2.6782, -2.4838], [-1.9488, -3.4551, -0.4488], [-2.2726, -2.0472, 0.4799], [1.6223, -3.3410, 0.2284], [0.9887, -2.5144, -1.1597], [4.7296, -2.2269, 0.6037], [3.5378, -1.6042, -0.5368], [4.3961, -3.1228, -0.8961], [4.0931, -4.0639, 2.1975], [1.6598, -5.2011, 2.8456], [-0.3137, -5.9403, 1.3674], [-1.0181, -4.2288, 2.1536], [-0.6992, -6.3472, -1.0869], [-2.1404, -5.2202, -3.1572], [-3.2599, -3.0630, -3.4935], [-2.6151, -1.7232, -2.5156], [-4.1158, -2.5199, -2.0305], [1.2938, 0.8895, -1.1756], [0.9234, 2.2779, -1.0609], [1.8522, 3.2669, -1.3628], [1.5270, 4.6038, -1.2159], [0.2688, 4.9676, -0.7556], [-0.6604, 3.9883, -0.4539], [-0.3480, 2.6380, -0.6051], [-1.5348, 1.3020, -0.2807], [-2.6474, 1.3477, -1.7193], [-3.8928, 0.7227, -1.6340], [-4.7169, 0.6526, -2.7455], [-4.3030, 1.1907, -3.9577], [-3.0621, 1.8035, -4.0517], [-2.2371, 1.8830, -2.9382], [-2.6216, 1.8142, 1.0797], [-2.5382, 1.1487, 2.2983], [-3.3615, 1.5126, 3.3558], [-4.2793, 2.5376, 3.1974], [-4.3881, 3.1915, 1.9754], [-3.5706, 2.8270, 0.9199], [2.1698, 0.7437, -0.6544], [1.4162, 0.6088, -2.1420], [2.8432, 2.9755, -1.6866], [2.2647, 5.3624, -1.4426], [0.0157, 6.0113, -0.6241], [-1.6349, 4.2772, -0.0839], [-4.2119, 0.2824, -0.6967], [-5.6848, 0.1739, -2.6658], [-4.9479, 1.1346, -4.8251], [-2.7351, 2.2282, -4.9921], [-1.2748, 2.3745, -3.0187], [-1.8416, 0.3275, 2.4142], [-3.2898, 0.9840, 4.2972], [-4.9233, 2.8206, 4.0201], [-5.1184, 3.9794, 1.8445], [-3.6867, 3.3140, -0.0409], [1.0242, -0.2628, 2.0838], [4.5566, 0.3640, 2.8800], [4.1318, 1.1900, 1.6570], [3.0835, 0.6589, 0.9644], [3.7816, 2.6172, 2.1606], [2.6136, 2.5881, 2.8283], [3.6455, 3.5086, 1.1683], [4.6988, 3.1174, 3.0109], [5.3356, 1.2834, 0.6872], [5.7864, 0.0500, 0.3836], [5.0179, 1.8704, -0.4767], [6.3774, 1.9625, 1.2030], [3.7371, 0.3502, 3.5974], [5.4437, 0.7675, 3.3657], [4.7549, -0.6564, 2.5610]], "forces_ev_per_a": [[0.061, 0.089, 0.045], [0.005, 0.015, -0.018], [0.022, -0.014, 0.049], [-0.023, 0.044, 0.004], [0.012, 0.007, -0.008], [0.034, -0.107, 0.001], [-0.010, 0.025, -0.001], [0.002, 0.000, 0.000], [0.016, 0.011, -0.017], [0.021, -0.002, -0.001], [-0.026, -0.001, -0.008], [0.016, 0.013, -0.001], [-0.043, -0.014, 0.049], [0.025, 0.017, 0.048], [-0.005, 0.052, -0.024], [0.033, -0.054, -0.019], [0.022, -0.006, 0.019], [-0.005, 0.025, 0.024], [-0.026, 0.013, -0.026], [-0.002, 0.003, 0.003], [0.004, -0.001, -0.001], [0.001, 0.004, 0.025], [-0.006, 0.019, -0.019], [-0.006, -0.005, 0.000], [0.000, -0.003, 0.001], [-0.004, -0.005, 0.002], [0.005, -0.003, 0.002], [0.001, 0.002, 0.005], [0.025, 0.058, 0.026], [-0.008, -0.026, 0.008], [0.020, 0.045, 0.022], [0.024, -0.017, 0.005], [-0.013, 0.002, 0.006], [-0.007, 0.019, 0.005], [0.016, -0.020, 0.005], [-0.058, 0.106, -0.028], [0.039, -0.055, -0.038], [-0.002, -0.009, 0.009], [0.003, 0.006, 0.004], [0.009, 0.001, -0.001], [-0.011, 0.000, -0.004], [-0.003, 0.021, 0.001], [-0.004, 0.010, -0.001], [0.003, 0.010, -0.002], [0.007, -0.005, -0.002], [-0.006, 0.010, -0.008], [-0.006, -0.003, 0.019], [0.011, -0.017, -0.018], [-0.012, -0.025, 0.020], [0.029, -0.013, 0.011], [0.007, -0.008, 0.006], [0.000, 0.001, -0.001], [0.001, 0.000, 0.000], [0.000, -0.004, 0.001], [0.003, -0.003, 0.005], [-0.001, 0.000, 0.001], [0.000, 0.000, -0.001], [-0.001, 0.000, -0.001], [-0.002, -0.005, 0.001], [-0.004, -0.002, 0.007], [0.002, 0.000, 0.000], [0.000, -0.001, 0.000], [0.001, 0.000, -0.004], [-0.003, 0.004, 0.000], [-0.065, -0.157, -0.029], [0.004, -0.003, -0.014], [-0.018, -0.005, -0.039], [-0.033, -0.024, -0.069], [0.002, -0.009, 0.003], [0.006, 0.012, 0.004], [-0.044, -0.006, -0.038], [-0.013, 0.008, -0.002], [-0.006, 0.034, 0.027], [0.008, 0.010, 0.006], [-0.001, -0.013, 0.005], [-0.004, -0.021, -0.023], [0.007, 0.007, 0.012], [0.007, -0.002, -0.006], [-0.035, -0.033, -0.027]], "e_homo_ev": [-6.03, -7.88], "orbital_gap_ev": [6.39, 6.31], "relative_energy_kcal_mol": 4.7, "s2": 6.019, "multiplicity": 5, "total_charge": 0, "largest_force_ev_per_a": 0.17}

# 3
{"formula": "C3HF3", "method": "the ωB97M-V functional and the def2-TZVPD basis", "elements": ["C", "C", "C", "F", "F", "F", "H"], "xyz": [[-0.2036, -0.2493, 0.2071], [-1.9967, -0.1890, 0.3112], [1.1544, 0.2351, 0.0595], [-2.4150, 0.7873, -0.4521], [2.1295, -0.5828, -0.3961], [1.5860, 1.4284, 0.0628], [-0.2546, -1.4297, 0.2076]], "forces_ev_per_a": [[1.227, -1.787, -0.051], [3.177, 1.511, -0.746], [-5.087, -3.513, -1.120], [0.407, -0.662, 0.673], [-0.848, 0.554, 0.970], [0.314, 1.586, 0.381], [0.812, 2.310, -0.106]], "e_homo_ev": -9.74, "orbital_gap_ev": 8.77, "relative_energy_kcal_mol": 95.7, "total_charge": 0, "largest_force_ev_per_a": 6.28}

# 4
{"formula": "C22H54BO26", "method": "the ωB97M-V functional and the def2-TZVPD basis", "elements": ["O", "C", "O", "B", "O", "C", "O", "O", "C", "O", "C", "O", "O", "C", "C", "O", "O", "H", "H", "H", "H", "H", "H", "C", "C", "O", "O", "H", "H", "H", "H", "H", "H", "C", "C", "O", "O", "H", "H", "H", "H", "H", "H", "C", "C", "O", "O", "H", "H", "H", "H", "H", "H", "C", "C", "O", "O", "H", "H", "H", "H", "H", "H", "C", "C", "O", "O", "H", "H", "H", "H", "H", "H", "C", "C", "O", "O", "H", "H", "H", "H", "H", "H", "C", "C", "O", "O", "H", "H", "H", "H", "H", "H", "C", "C", "O", "O", "H", "H", "H", "H", "H", "H"], "xyz": [[-4.1207, -2.5418, 1.3554], [-2.9600, -2.1119, 1.2000], [-2.2353, -2.0013, 0.1316], [-0.9827, -1.2169, 0.3747], [-1.0279, -0.9411, 1.8135], [-2.0681, -1.5119, 2.4057], [-2.2809, -1.5055, 3.6063], [-0.9914, 0.1681, -0.2676], [0.1549, 0.4335, -0.8860], [0.4322, 1.5422, -1.3933], [0.9527, -0.8692, -0.7961], [0.3613, -1.7938, -0.0383], [2.0976, -0.8970, -1.3273], [6.1186, -0.1232, -1.8672], [5.4455, -0.9767, -0.7975], [6.3140, -0.9035, 0.4167], [7.2598, -0.7996, -2.4479], [6.3895, 0.8969, -1.5951], [5.3178, -0.2136, -2.6011], [5.4395, -1.9674, -1.2520], [4.3970, -0.8171, -0.5456], [7.2069, -1.1082, 0.1296], [6.9944, -1.5723, -2.9520], [-1.9248, 4.1764, -2.9247], [-1.6658, 5.6230, -3.3352], [-1.4911, 6.4475, -2.2403], [-0.7425, 3.5803, -2.6337], [-2.3838, 3.5303, -3.6731], [-2.5869, 4.1065, -2.0617], [-2.5612, 5.8884, -3.8974], [-0.9414, 5.6871, -4.1472], [-0.5611, 6.4489, -2.0021], [-0.9730, 2.7351, -2.2412], [-2.4322, 1.1065, 5.6543], [-2.4111, 1.6986, 7.0612], [-2.3723, 3.0467, 7.1960], [-1.2247, 0.6659, 5.1552], [-2.8708, 1.8604, 5.0006], [-2.9362, 0.1427, 5.5825], [-1.5917, 1.2250, 7.6020], [-3.3182, 1.2597, 7.4765], [-1.4380, 3.0759, 7.4149], [-1.1901, 1.0079, 4.2589], [-4.9040, 1.5864, 2.8262], [-4.7728, 1.1150, 1.3814], [-4.6970, 2.2353, 0.5564], [-6.0989, 2.2997, 3.2122], [-4.0508, 2.1640, 3.1819], [-4.9069, 0.6789, 3.4299], [-5.6114, 0.5427, 0.9847], [-3.9320, 0.4727, 1.1194], [-4.4031, 1.8531, -0.2738], [-6.2979, 2.8882, 2.4803], [0.4806, 4.2691, 1.7925], [-0.8314, 3.5522, 1.5019], [-1.4520, 2.7747, 2.4968], [0.2500, 5.4996, 2.4183], [1.0790, 4.2815, 0.8815], [0.9038, 3.5060, 2.4458], [-0.5737, 2.9398, 0.6378], [-1.6103, 4.2613, 1.2217], [-1.9505, 3.3547, 3.0771], [0.0246, 5.2276, 3.3109], [3.3351, -5.1252, -2.3133], [2.7102, -4.9677, -0.9172], [3.6039, -4.9777, 0.1227], [3.9858, -3.9232, -2.8463], [2.6133, -5.3916, -3.0854], [4.0645, -5.9346, -2.3422], [2.1067, -5.8617, -0.7606], [2.0837, -4.0757, -0.9153], [3.1382, -5.3722, 0.8637], [3.9178, -3.2617, -2.1539], [-2.5043, 0.2690, -3.7043], [-3.7667, 0.1128, -2.9275], [-3.5570, 0.3717, -1.5503], [-1.5235, -0.6536, -3.1672], [-2.2265, 1.2748, -3.3893], [-2.6039, 0.2911, -4.7895], [-4.1707, -0.8996, -2.9199], [-4.6088, 0.7672, -3.1525], [-2.7573, -0.0939, -1.2947], [-0.6694, -0.4842, -3.5714], [1.3662, -5.2673, 2.7188], [1.7747, -3.7925, 2.8500], [2.7151, -3.5176, 3.8291], [2.3671, -6.1028, 2.2570], [0.5065, -5.3277, 2.0515], [1.0226, -5.6279, 3.6884], [0.9154, -3.1798, 3.1226], [1.9226, -3.3502, 1.8648], [2.4871, -2.7173, 4.3078], [2.1868, -6.9706, 2.6258], [1.6667, 0.3149, -4.8727], [2.8743, -0.6621, -4.5078], [3.3695, -1.5349, -5.4164], [0.5171, -0.4241, -5.4007], [1.9493, 1.0445, -5.6316], [1.3493, 0.7692, -3.9341], [2.3960, -1.3813, -3.8429], [3.6719, -0.0069, -4.1578], [3.9827, -2.1503, -5.0078], [0.5446, -0.1633, -6.3242]], "forces_ev_per_a": [[3.735, 1.163, -1.051], [-3.023, -0.686, 3.168], [1.043, 0.193, -1.686], [0.014, 1.121, 0.744], [0.412, -0.588, 0.241], [-0.799, 0.020, 1.098], [0.037, -0.326, -2.377], [0.180, -0.588, -0.234], [-1.317, 2.265, -0.497], [-0.333, -3.836, 1.405], [4.619, 0.339, -1.459], [-0.794, 1.182, -0.998], [-3.700, -0.836, 1.847], [-1.601, -1.719, -1.073], [2.671, 0.240, 1.414], [-1.709, -0.431, -0.845], [0.407, 0.805, 0.854], [-0.017, -0.287, -0.026], [-0.020, 1.171, -0.675], [0.256, -0.524, 0.330], [0.319, 0.810, 0.183], [0.060, -0.105, -0.223], [-0.361, 0.033, 0.113], [-0.901, 0.394, -0.477], [-1.817, -1.566, -1.310], [0.399, 0.837, 0.292], [2.035, -0.785, 0.740], [-0.643, 0.628, -0.847], [-0.333, 0.611, 0.214], [-0.458, 0.643, 0.408], [0.829, -0.075, 0.442], [0.039, -0.101, 0.142], [0.819, -0.307, 0.363], [-0.744, -0.339, 0.025], [-1.237, -4.182, -0.543], [1.095, 1.650, 0.146], [2.510, 1.071, -0.526], [-0.372, -0.047, -0.078], [-1.540, 0.431, 0.681], [0.180, -0.214, 0.099], [-0.322, 0.417, 0.502], [0.074, 1.610, 0.021], [0.558, -0.224, -0.318], [-0.135, -1.173, 0.741], [-0.648, 0.208, -0.124], [0.237, 1.213, -0.671], [0.425, -0.480, -0.878], [0.233, 0.082, -0.567], [-0.028, -0.057, 0.187], [-0.584, -0.387, 0.862], [0.492, -0.078, 1.035], [0.180, 0.336, -0.626], [-0.082, 0.231, -0.111], [-1.311, -1.989, 0.355], [-0.543, 0.763, -1.832], [0.709, -0.704, 0.988], [0.622, 0.310, 0.342], [-0.071, 0.749, 0.095], [0.989, 0.296, 0.437], [-0.592, -0.547, 0.086], [0.283, 0.378, -0.657], [-0.078, 0.083, -0.034], [-0.071, 0.530, 0.275], [0.560, 0.662, -0.465], [-0.602, -0.791, -1.555], [1.570, 0.641, 0.311], [-0.290, -0.612, 0.628], [-0.526, 0.027, 0.352], [0.231, 0.025, 0.382], [-0.740, -0.005, -0.502], [-0.274, 0.201, -0.025], [0.271, -0.173, 0.495], [-0.013, 0.231, 0.099], [0.867, 0.814, 0.885], [-1.361, -1.295, 1.130], [0.188, 0.735, 0.343], [-1.144, 0.204, -0.322], [0.544, 0.352, -0.351], [-0.014, -0.556, -0.017], [0.063, -0.349, -0.761], [0.366, 0.208, -0.829], [0.268, -0.061, 0.229], [0.042, 0.063, -0.505], [-1.228, 1.482, 1.069], [-1.910, 0.518, -0.477], [1.514, -0.495, 0.441], [1.083, -0.806, -0.245], [-0.207, 0.273, -0.185], [-0.023, 0.121, 0.252], [-0.922, -0.638, 0.057], [1.174, -0.235, -0.316], [-0.090, -0.057, -0.198], [0.323, -0.094, -0.231], [0.763, -2.010, -0.630], [-2.350, 0.872, 1.548], [0.922, -0.676, -3.734], [0.924, 0.766, 0.193], [0.135, 0.282, 0.271], [0.300, 0.243, -0.030], [0.144, 0.965, 1.573], [-0.127, 0.025, 0.840], [-0.223, -0.009, 0.270], [-0.483, -0.478, -0.118]], "e_homo_ev": -7.36, "orbital_gap_ev": 9.50, "relative_energy_kcal_mol": 31.3, "total_charge": -1, "largest_force_ev_per_a": 4.86}